[1]
18
Properties=species:S:1:pos:R:3 method="wB97M-V/def2-TZVPD" de_lowest_kcal_mol=12.8 fmax_ev_per_a=2.86 smiles=NNc1ccccc1.Cl homo_energy_ha=-0.297 spin_multiplicity=1
Cl -0.172 -1.392 -2.327
N 1.570 -0.904 0.820
N 1.277 -2.219 0.859
C 0.510 -0.052 0.339
C -1.863 0.407 0.190
C 0.843 1.190 -0.230
C -0.235 1.991 -0.518
C -0.812 -0.455 0.499
C -1.546 1.626 -0.367
H -0.992 -1.379 -1.163
H -0.984 -1.501 0.915
H -2.828 0.030 0.579
H 1.548 -2.751 -0.016
H 0.071 2.907 -1.040
H 1.835 1.620 -0.203
H 2.583 -0.631 0.617
H -2.357 2.250 -0.730
H 1.468 -2.609 1.762

***

[2]
19
Properties=species:S:1:pos:R:3 method="wB97M-V/def2-TZVPD" de_lowest_kcal_mol=33.1 fmax_ev_per_a=4.49 smiles="CC[C@@H]1N=NC(=O)[C@@]1(C)Cl" homo_energy_ha=-0.355 spin_multiplicity=1
Cl 2.332 -1.525 1.242
O 2.628 0.904 -1.365
N 0.596 1.286 1.318
N 1.631 1.634 0.701
C -2.284 1.073 0.606
C 0.899 -1.566 -1.085
C 1.302 -0.587 0.042
C -1.194 0.225 -0.091
C 0.048 0.071 0.860
C 1.964 0.674 -0.380
H 0.800 -2.673 -0.921
H -0.390 -0.380 1.720
H -0.930 0.596 -1.119
H 1.694 -1.308 -1.790
H -2.118 0.731 1.641
H -1.601 -0.788 -0.381
H -1.974 2.056 0.415
H -0.037 -1.286 -1.672
H -3.367 0.862 0.259

***

[3]
20
Properties=species:S:1:pos:R:3 method="wB97M-V/def2-TZVPD" de_lowest_kcal_mol=21.3 fmax_ev_per_a=4.02 smiles="CCC1=N[C@](Cl)(C(=O)O)NC1" homo_energy_ha=-0.360 spin_multiplicity=1
Cl 1.497 -2.627 0.306
O 2.005 -1.134 3.038
O 3.002 0.408 1.795
N -0.147 -0.662 1.001
N 1.778 -0.100 -0.428
C -2.299 1.081 -1.501
C -0.488 0.017 0.029
C 1.436 -0.965 0.661
C 2.272 -0.514 1.924
C 0.497 0.391 -0.981
C -1.962 0.227 -0.319
H -2.460 -0.740 -0.417
H -1.871 0.826 -2.463
H -2.431 0.738 0.520
H 0.453 1.436 -1.223
H -1.905 1.980 -1.286
H 0.131 -0.156 -1.805
H -3.311 1.070 -1.699
H 2.446 0.629 -0.181
H 1.357 -1.907 3.029

***

[4]
17
Properties=species:S:1:pos:R:3 method="wB97M-V/def2-TZVPD" de_lowest_kcal_mol=109.7 fmax_ev_per_a=5.77 smiles="C=C[C@@]1(CCl)O[C@@H]1C" homo_energy_ha=-0.342 spin_multiplicity=1
Cl -2.742 -1.118 -0.291
O 0.622 0.611 0.912
C 0.050 -0.471 0.110
C 2.604 -1.132 -0.380
C -1.124 1.947 -0.342
C 1.191 -1.432 -0.167
C 0.101 0.954 -0.402
C -1.412 -0.839 0.671
H -1.806 -0.038 1.257
H 3.305 -1.873 -0.733
H -1.536 2.037 -1.272
H 3.088 -0.132 0.171
H 0.903 0.967 -1.071
H -1.816 1.773 0.427
H -1.655 -1.619 1.709
H 0.808 -2.554 -0.419
H -0.584 2.919 -0.181

***

[5]
31
Properties=species:S:1:pos:R:3 method="wB97M-V/def2-TZVPD" fmax_ev_per_a=1.16 homo_energy_ha="-0.341 / -0.342" spin_multiplicity=5 s_squared=6.33
Sb 1.456 -1.835 0.875
Co 0.018 0.803 -0.244
S 1.115 -0.813 -1.282
S -0.657 -0.794 1.394
S 0.644 -4.001 0.498
P -3.249 2.023 0.310
F -3.119 2.463 -1.216
F -3.215 1.547 1.842
F -1.522 1.980 0.356
F -3.201 0.478 -0.144
F -4.823 2.053 0.275
F -3.135 3.541 0.768
O -1.533 0.735 -2.819
O 0.009 2.240 -2.145
N 1.401 1.870 0.908
N 2.117 3.607 2.002
C 2.977 3.467 0.921
C 2.523 2.385 0.257
C -2.314 -0.411 -2.380
C 0.091 2.525 2.974
C -0.648 1.255 -2.014
C 1.173 2.649 1.957
H 2.907 1.923 -0.639
H -0.091 1.475 3.196
H 3.809 4.132 0.742
H 2.152 4.333 2.693
H 0.378 3.032 3.898
H -1.938 -0.781 -1.437
H -2.215 -1.161 -3.154
H -3.332 -0.065 -2.271
H -0.841 2.949 2.612

***

[6]
20
Properties=species:S:1:pos:R:3 method="wB97M-V/def2-TZVPD" de_lowest_kcal_mol=80.5 fmax_ev_per_a=3.39 homo_energy_ha="-0.254 / -0.320" spin_multiplicity=3 s_squared=2.00
Cu -2.536 3.940 1.658
O -2.688 2.401 0.465
O -1.608 0.606 1.155
O 1.466 1.899 0.227
O -1.599 2.510 2.368
C -0.568 -0.041 1.908
C 1.293 -0.106 1.529
C -1.942 1.871 1.336
C 0.489 -1.500 3.334
C 2.047 1.186 1.305
C 1.571 -0.818 2.754
H 0.200 -2.452 2.874
H -0.405 0.711 2.697
H 2.209 -0.297 3.479
H -0.764 -1.022 1.439
H 1.222 -0.744 0.639
H 0.180 -1.189 4.337
H 3.103 0.946 1.097
H 2.006 1.795 2.225
H 1.819 2.792 0.214